No. 1
DFT (ωB97M-V with the def2-TZVPD basis set) results for 2 unconnected molecules or ions with the total composition C20H31ClN2O4S in a non-equilibrium geometry.

electronic energy = -55755.7125 eV
strongest force on any atom = 0.2406 Eh/bohr
orbital gap = 0.05963 Eh
total charge = -2

Each line ends with the Löwdin charge.
Geometry (Å):
C  6.587  -0.897  1.164  -0.1495
C  -3.200  0.726  0.782  -0.3679
C  2.446  1.383  -2.462  -0.2187
H  -4.408  -2.835  1.422  0.0823
O  1.733  -5.230  1.654  -0.1299
C  -3.637  3.226  1.884  -0.1108
C  6.144  0.182  0.002  -0.2749
H  -0.012  1.601  0.331  0.1094
H  0.414  3.266  -2.379  0.1021
C  -2.537  2.176  1.213  -0.2203
C  -0.276  2.566  -0.320  -0.1946
C  -5.508  -2.038  -0.540  -0.5322
C  3.412  0.143  -0.197  -0.1856
H  4.741  2.095  0.033  0.1040
H  -1.655  0.220  -0.936  0.1124
C  -3.838  0.066  2.180  -0.1815
N  -4.691  3.959  2.182  0.0510
H  2.408  0.631  0.153  0.1029
C  -2.163  -0.279  0.004  -0.1301
H  -6.577  -2.517  -0.770  0.0803
C  3.369  0.147  -1.862  -0.2161
C  -1.018  -0.969  0.951  -0.6315
H  -2.525  2.960  -1.017  0.1170
H  -4.937  -1.815  -1.552  0.0784
Cl  -0.023  -2.374  0.172  0.5463
C  0.763  -5.422  2.371  -1.2114
C  4.742  0.956  0.368  -0.2271
H  0.449  0.618  -3.362  0.1109
H  6.524  -2.001  0.731  0.0868
O  -0.405  -5.515  1.979  -0.1221
H  2.773  1.555  -3.579  0.1002
H  -2.831  -1.165  -0.437  0.1044
H  4.638  0.936  1.554  0.1054
N  -3.941  -0.528  3.352  0.1089
O  -0.692  -0.619  2.198  -0.1332
H  -3.587  -3.264  -0.219  0.0828
C  -4.518  0.892  -0.233  -0.4176
C  -1.844  2.991  -0.045  -0.1823
C  -0.108  2.312  -1.942  -0.2241
H  2.956  -0.919  -2.164  0.1194
H  0.719  0.125  -1.543  0.0834
H  -1.709  2.024  2.058  0.1605
H  7.000  0.981  -0.103  0.0925
S  -5.761  -0.396  0.324  0.7692
H  3.512  -0.978  0.128  0.1274
H  0.506  3.383  -0.010  0.1112
C  -4.651  -3.147  0.311  -0.1752
C  0.845  1.002  -2.308  -0.2153
H  7.697  -0.667  1.460  0.0599
H  4.457  0.286  -2.332  0.0977
H  -1.149  2.093  -2.481  0.1008
H  5.918  -0.774  2.133  0.0834
H  -1.816  4.136  0.290  0.1155
H  2.615  2.395  -1.894  0.1014
H  -4.972  1.971  -0.220  0.0902
H  -4.150  0.553  -1.315  0.0957
O  0.800  -5.552  3.600  -0.1243
H  6.100  -0.422  -1.016  0.0977
H  -5.134  -4.233  0.252  0.0848

No. 2
DFT (ωB97M-V with the def2-TZVPD basis set) results for a molecular structure, C20H31MnO3 in a non-equilibrium geometry.

multiplicity = 6
electronic energy = -58697.6647 eV
expectation value of S² = 8.77
energy relative to the best compared isomer or geometry (same formula, charge and spin) = 44.6 kcal per mole
strongest force on any atom = 0.0897 Eh/bohr
orbital gap (alpha / beta) = 0.08085 / 0.09895 Eh
total charge = -1

Each line ends with the Löwdin charge.
Geometry (Å):
C  2.390  0.536  0.081  -0.2086
C  1.714  1.596  -0.629  -0.2429
C  0.206  0.048  3.715  -0.0092
C  -2.048  0.193  -3.687  -0.0266
H  -1.611  -0.712  3.031  0.0932
H  1.966  1.934  -1.627  0.0718
Mn  -0.001  0.011  -0.198  0.7963
H  0.166  2.735  -2.857  0.0773
C  1.064  1.727  1.575  -0.1826
C  2.033  0.648  1.462  -0.1821
O  -0.051  -0.390  2.102  -0.3782
H  -2.317  -1.613  -1.205  0.0625
C  -2.091  -1.037  -0.315  -0.2850
H  1.153  0.541  3.816  0.0327
H  -0.793  -0.325  -7.919  0.1162
H  0.234  -1.003  3.976  0.0647
C  0.424  0.405  -4.281  -0.0792
H  -2.832  0.485  -2.970  0.0754
H  -2.360  0.544  -4.685  0.0853
H  -0.471  -1.529  -9.994  0.1112
H  0.769  -3.504  -8.400  0.1170
H  0.869  0.333  -7.975  0.1189
H  1.935  -0.297  -2.783  0.1065
H  -2.788  1.085  -0.856  0.0557
C  -2.068  0.772  1.192  -0.1541
C  1.627  -1.905  -9.606  -0.1776
C  0.416  -0.958  -9.677  -0.1763
H  2.333  -2.916  -7.760  0.1148
H  2.163  -0.194  2.161  0.0832
H  1.109  1.235  -4.500  0.1165
C  0.250  -0.567  -8.190  -0.2090
H  0.398  1.978  2.410  0.0767
O  -0.117  0.051  -2.176  -0.2414
H  -1.423  2.437  -2.074  0.0820
H  2.549  -1.303  -9.550  0.1113
C  -0.827  2.285  -2.992  -0.0193
C  0.802  2.261  0.272  -0.1927
C  -0.711  0.808  -3.315  -0.5282
H  3.131  -0.186  -0.311  0.0804
H  0.155  3.131  0.067  0.0927
H  -0.630  0.680  4.006  0.0621
C  -2.325  0.415  -0.133  -0.2848
C  1.394  -2.596  -8.241  -0.1876
C  -1.500  -0.474  1.934  -0.4063
H  -1.991  1.767  1.655  0.0660
C  -1.642  -1.597  0.890  -0.1434
H  1.688  -2.606  -10.448  0.1080
H  0.108  -0.115  -5.195  0.0968
H  0.728  -1.571  -3.300  0.1214
H  0.563  -0.092  -10.335  0.1094
H  -1.295  -2.618  1.138  0.0618
O  0.700  -1.664  -7.339  -0.1608
C  0.926  -0.499  -3.167  -0.0741
H  -1.971  -0.904  -3.708  0.0934
H  -1.341  2.807  -3.817  0.0891

No. 3
DFT (ωB97M-V with the def2-TZVPD basis set) results for 4 unconnected molecules or ions with the total composition C20H31N2O3 in a non-equilibrium geometry.

electronic energy = -30356.9148 eV
energy relative to the best compared isomer or geometry (same formula, charge and spin) = 85.8 kcal per mole
strongest force on any atom = 0.0313 Eh/bohr
orbital gap = 0.26760 Eh
total charge = +1

Each line ends with the Löwdin charge.
Geometry (Å):
H  -4.158  1.160  0.459  0.0575
H  3.509  0.259  1.610  0.1487
O  -2.842  -0.502  -0.868  0.0373
C  3.207  -4.767  -1.810  -0.1191
C  -3.943  -0.128  -1.223  -0.4800
H  4.097  -3.185  -3.015  0.1414
H  4.874  -3.242  -0.325  0.1594
H  3.790  -6.740  -0.871  0.0491
H  4.971  -1.654  1.408  0.1863
H  5.105  2.411  -0.621  0.0828
C  3.177  -2.292  -1.281  -0.1102
C  -4.575  -0.651  -2.488  -0.0177
C  1.095  -1.091  -2.260  -0.0541
C  3.393  -0.466  0.790  -0.0277
H  -5.511  -1.160  -2.253  0.0890
H  -7.014  3.831  3.880  0.0881
C  4.986  5.057  0.432  -0.0180
C  5.661  2.573  0.306  -0.0297
C  2.369  -0.286  -0.145  0.0432
C  -7.024  3.068  3.100  -0.0190
O  -4.993  2.114  2.319  0.0474
C  4.164  -2.402  -0.295  0.0279
H  -4.707  0.842  4.452  0.0813
H  6.703  2.804  0.082  0.0902
H  -4.761  0.173  -3.178  0.0886
H  -7.926  2.460  3.185  0.0877
C  2.230  -1.219  -1.213  -0.0978
C  -4.729  0.872  -0.418  -0.0236
N  4.241  -1.505  0.714  0.1064
H  -0.640  -3.931  -2.470  0.0725
H  -0.010  -3.009  0.056  0.0883
C  3.197  -3.370  -2.388  -0.1293
H  1.537  -1.093  -3.272  0.1344
H  -0.840  -1.380  -0.225  0.0586
H  0.598  -0.126  -2.045  0.1272
N  0.004  -3.228  -2.843  0.1442
H  -1.559  -2.872  -0.867  0.0804
H  -3.900  -1.361  -2.964  0.0783
H  -6.466  0.746  4.650  0.0873
C  -5.625  1.426  4.504  -0.0208
H  4.511  5.766  1.107  0.0871
H  5.624  1.662  0.903  0.0589
H  1.705  0.579  -0.013  0.1398
C  0.158  -2.293  -2.005  -0.3945
H  2.326  -3.280  -3.063  0.0879
H  4.404  5.005  -0.490  0.0876
H  5.999  5.402  0.216  0.0906
H  -5.671  0.429  -0.093  0.0927
C  -0.598  -2.373  -0.638  -0.0369
C  3.529  -5.889  -1.494  0.1185
C  5.034  3.701  1.088  -0.5078
H  -4.921  1.763  -1.019  0.0946
H  -7.023  3.560  2.128  0.0826
H  -5.554  2.118  5.345  0.0876
C  -5.801  2.195  3.219  -0.4906
O  4.589  3.517  2.198  0.0656

No. 4
DFT (ωB97M-V with the def2-TZVPD basis set) results for a molecular structure, C20H31O3Os in a non-equilibrium geometry.

multiplicity = 5
electronic energy = -29838.6005 eV
expectation value of S² = 6.04
energy relative to the best compared isomer or geometry (same formula, charge and spin) = 0.0 kcal per mole
strongest force on any atom = 0.1553 Eh/bohr
orbital gap (alpha / beta) = 0.26117 / 0.23573 Eh
total charge = +1

Each line ends with the Löwdin charge.
Geometry (Å):
C  0.716  2.057  -1.369  -0.0111
H  1.140  1.975  5.405  0.1704
H  -0.777  0.459  -2.850  0.0871
C  1.147  -2.283  1.401  -0.2056
H  0.164  -1.074  -2.603  0.1254
C  0.712  0.553  -1.187  -0.5625
H  -0.667  -0.235  -5.459  0.1156
C  0.643  -2.747  3.596  -0.1999
C  -0.202  1.752  3.743  -0.0320
H  1.896  0.207  6.767  0.0951
C  2.299  -1.979  2.185  -0.2291
H  1.287  2.535  -0.566  0.0816
C  -3.584  0.059  -6.393  -0.1524
H  -2.301  1.686  -7.065  0.1098
C  1.877  0.651  3.896  -0.2228
C  0.387  1.756  2.499  -0.1025
H  -0.873  -3.049  1.993  0.1296
H  2.468  1.155  1.811  0.1107
C  0.895  -0.260  6.750  -0.0734
H  -1.150  -1.540  -0.628  0.1112
C  1.704  1.145  2.584  -0.2275
H  0.107  -3.041  4.494  0.1346
H  -1.698  0.080  -7.548  0.1101
C  -0.263  -0.181  -2.136  -0.0635
C  0.729  1.166  4.768  -0.3490
H  -3.612  -1.005  -6.648  0.1096
C  -1.062  -0.473  -0.870  -0.1226
C  -2.201  0.641  -6.759  -0.1521
C  2.111  -0.021  -1.160  -0.0118
C  0.125  -2.744  2.273  -0.1923
O  -0.068  0.178  -0.010  -0.1665
H  2.082  -1.115  -1.183  0.0787
H  -4.403  0.569  -6.903  0.1105
C  1.982  -2.270  3.546  -0.2347
H  0.344  0.024  7.661  0.0981
H  1.087  -2.217  0.323  0.1078
Os  0.737  -0.788  2.831  1.6271
H  2.666  0.331  -2.037  0.1035
H  3.250  -1.599  1.827  0.1327
H  -0.306  2.447  -1.375  0.1000
H  -2.029  0.045  -0.817  0.1290
H  0.006  2.226  1.592  0.1138
H  1.013  -1.359  6.724  0.0866
H  -0.859  1.515  -5.234  0.1162
H  -4.224  1.143  -4.618  0.1183
H  2.814  0.280  4.307  0.1251
H  -4.150  -0.617  -4.361  0.1175
H  1.193  2.309  -2.323  0.0995
C  -1.412  0.582  -5.441  -0.2056
O  -2.317  0.351  -4.342  -0.1898
H  -1.162  2.177  4.014  0.1289
O  0.094  0.161  5.628  -0.1930
C  -3.657  0.226  -4.865  -0.1871
H  2.648  0.307  -0.262  0.0715
H  2.652  -2.152  4.391  0.1311

No. 5
DFT (ωB97M-V with the def2-TZVPD basis set) results for a molecular structure, C20H32AlAs3F6N2O4S7Sb in a non-equilibrium geometry.

electronic energy = -320237.1510 eV
energy relative to the best compared isomer or geometry (same formula, charge and spin) = 23.3 kcal per mole
strongest force on any atom = 0.0431 Eh/bohr
orbital gap = 0.27257 Eh
total charge = -1

Each line ends with the Löwdin charge.
Geometry (Å):
H  -3.376  5.488  3.960  0.0109
As  -3.391  4.434  1.642  1.1195
C  4.095  -4.138  1.692  -0.0619
N  1.973  -0.507  -3.091  -0.4012
H  -0.990  3.886  1.411  0.0588
H  2.497  -2.762  1.298  0.0880
F  2.275  2.430  -5.419  0.1323
C  4.035  -6.271  0.553  -0.0805
H  -1.789  5.662  3.199  0.0111
C  -3.182  -0.139  1.678  -0.3313
C  2.932  -3.726  1.078  -0.0331
C  1.744  1.670  -4.457  -0.6816
N  1.143  -4.344  -0.531  -0.0417
C  -1.914  4.030  -1.234  -0.1032
O  1.986  0.695  -0.088  -0.5530
F  4.894  -0.126  -1.307  0.1308
C  1.231  2.395  2.060  -0.3067
H  -0.266  1.713  -1.477  0.0764
C  0.786  -5.386  -1.225  -0.4833
H  -2.894  1.734  -1.757  0.0748
H  4.592  -3.472  2.385  0.1104
H  2.371  2.725  -0.464  0.0615
Al  -0.088  -2.773  -0.303  -0.6897
O  0.837  -1.513  -1.241  -0.4594
F  1.611  2.419  -3.359  0.1242
H  -2.261  4.107  3.921  0.0217
C  4.049  -1.084  -0.988  -0.6612
C  -2.619  4.976  3.367  -0.3585
H  -5.047  -0.105  -0.670  0.0217
H  5.560  -5.694  1.928  0.1028
S  -4.209  -3.864  1.870  -0.1758
H  3.343  1.568  -1.355  0.0549
H  -2.408  0.216  2.359  0.0047
H  -5.374  3.668  2.997  0.0128
C  2.318  -4.593  0.181  -0.2781
H  -3.406  -1.176  1.930  -0.0501
C  -0.308  2.287  -0.547  -0.3393
F  3.942  -1.115  0.344  0.0983
S  2.864  0.240  -4.143  0.5640
H  -0.134  -5.401  -1.792  0.0433
C  -4.634  3.124  2.408  -0.3559
As  0.457  1.072  0.817  1.2219
H  4.450  -7.250  0.358  0.1079
S  -0.487  -2.776  1.852  0.1912
C  -1.860  3.272  1.160  -0.3934
H  -2.947  4.382  -1.238  0.0528
S  2.219  -1.490  -1.903  1.0349
H  -1.860  2.412  1.838  0.0495
H  -3.784  2.123  -0.297  0.0588
As  -2.538  -0.123  -0.169  1.0833
F  4.591  -2.249  -1.383  0.0678
O  2.916  -0.467  -5.386  -0.2724
C  2.861  -5.854  -0.065  -0.4439
F  0.536  1.273  -4.847  0.1395
H  3.659  1.836  0.371  0.0886
H  -1.276  4.862  -0.922  0.0817
H  -4.385  -1.759  -0.673  -0.0156
H  0.365  3.141  -0.653  0.0663
S  -1.933  -3.541  -1.227  0.2110
H  -4.116  2.412  3.050  0.0172
S  -1.282  -6.466  1.119  -0.1719
C  -4.210  -0.731  -0.986  -0.3330
H  -5.156  2.583  1.621  0.0032
C  4.646  -5.397  1.430  -0.0788
S  1.842  -6.719  -1.168  1.0957
C  2.878  1.761  -0.391  -0.1816
H  -4.118  -0.705  -2.072  0.0204
H  -1.641  3.757  -2.255  0.0845
H  -4.085  0.462  1.779  0.0035
Sb  -2.180  -4.391  1.069  0.0119
H  1.493  3.340  1.586  0.0230
C  -2.810  1.783  -0.666  -0.3582
C  -1.735  2.819  -0.305  -0.6914
O  4.064  0.821  -3.616  -0.2850
H  2.122  1.946  2.500  0.0235
H  0.514  2.583  2.859  0.0099

No. 6
DFT (ωB97M-V with the def2-TZVPD basis set) results for a molecular structure, C20H32AlAs3F6N2O4S7Sb in a non-equilibrium geometry.

electronic energy = -320235.7879 eV
energy relative to the best compared isomer or geometry (same formula, charge and spin) = 54.8 kcal per mole
strongest force on any atom = 0.0434 Eh/bohr
orbital gap = 0.26007 Eh
total charge = -1

Each line ends with the Löwdin charge.
Geometry (Å):
As  0.265  -2.804  1.069  1.0722
H  -4.668  0.718  3.677  0.0126
H  2.453  -3.991  1.639  0.0117
H  -2.971  1.014  4.083  0.0206
H  3.376  -0.686  -2.754  0.0713
H  -1.140  -0.655  4.916  0.0184
C  4.420  3.603  -1.790  -0.0457
F  -3.631  3.254  -3.728  0.1098
H  -3.508  -0.752  1.902  0.0589
N  3.590  1.311  -2.182  -0.0187
F  -4.639  2.458  -2.002  0.0916
C  -1.415  -1.501  -2.240  -0.3272
C  1.411  -4.271  1.806  -0.3134
S  0.260  1.582  -2.637  0.6098
H  -4.817  -3.004  1.739  0.0783
F  0.147  0.255  -5.020  0.1444
F  1.806  1.527  -4.617  0.1102
C  -1.413  -3.471  1.908  -0.3611
C  -3.417  2.703  -2.526  -0.6709
H  -2.636  1.150  1.379  0.0537
S  2.754  -0.779  -0.021  0.2541
H  0.326  -1.811  3.425  0.0122
S  -2.393  1.081  -2.746  0.9559
S  3.255  0.538  3.645  -0.1783
H  -1.328  -2.358  5.384  0.0064
C  -2.788  -1.397  2.418  -0.3969
H  -3.913  -4.402  1.141  0.0798
H  -4.158  0.744  5.364  0.0105
S  5.541  1.727  0.698  -0.1046
C  0.754  -1.527  2.463  -0.4127
H  -1.819  -0.885  2.413  0.0454
C  -2.671  -2.257  0.103  -0.3315
H  1.250  -4.402  2.876  0.0205
C  5.473  4.463  -1.995  -0.0733
C  -2.674  -2.670  1.580  -0.7152
H  7.425  4.755  -2.826  0.0998
C  6.682  2.821  -3.296  -0.0910
Al  1.965  1.075  -0.945  -0.8023
H  -1.548  -4.498  1.547  0.0728
H  1.221  -5.213  1.288  0.0070
As  -1.462  -0.717  -0.449  1.2292
F  -0.034  2.413  -5.240  0.1641
O  -2.877  0.524  -0.586  -0.6068
C  3.959  0.223  -2.797  -0.4555
H  0.420  -0.523  2.187  0.0015
N  -1.082  1.755  -1.983  -0.3580
C  -3.860  0.449  4.358  -0.3541
H  3.549  3.872  -1.210  0.0923
S  5.445  0.305  -3.619  1.1099
Sb  3.539  0.983  1.447  0.0462
H  -2.056  2.283  0.134  0.0682
H  -2.422  -1.772  -2.558  0.0425
H  7.548  2.511  -3.860  0.1045
H  -2.076  -1.091  6.350  0.0113
H  -3.807  2.043  0.379  0.0870
H  1.838  -1.510  2.565  -0.0688
H  5.445  5.452  -1.565  0.1062
S  1.700  2.465  0.674  0.2819
C  6.597  4.072  -2.725  -0.0847
O  -2.019  1.203  -4.155  -0.4640
C  -2.831  1.551  0.378  -0.2036
C  5.621  1.953  -3.097  -0.4533
C  4.500  2.325  -2.336  -0.3382
O  1.169  2.646  -2.323  -0.2569
H  -2.377  -3.118  -0.508  0.0683
C  -1.826  -1.390  5.331  -0.3519
C  -3.890  -3.568  1.841  -0.1086
H  -0.980  -0.853  -2.992  -0.0279
H  -0.791  -2.397  -2.173  0.0412
H  -1.295  -3.525  2.995  0.0685
O  0.930  0.311  -2.255  -0.3050
F  -2.857  3.647  -1.768  0.1136
C  0.461  1.436  -4.503  -0.6426
H  -3.676  -1.950  -0.203  0.0843
As  -3.489  -1.486  4.274  1.1222
H  -3.841  -3.967  2.856  0.0518

- The lowest total charge belongs to which entry?
  C20H31ClN2O4S

- Look up the electronic energy of the second one.
  -58697.6647 eV

- The lowest strongest force on any atom belongs to which entry?
  C20H31N2O3